Entry 1:
{
  "formula": "C21H8AuF7N2S3",
  "method": "the ωB97M-V functional and the def2-TZVPD basis",
  "lumo_ev": 4.6,
  "total_charge": -2,
  "species": ["Au", "S", "C", "C", "C", "C", "N", "C", "C", "C", "S", "C", "N", "H", "H", "C", "C", "C", "C", "C", "C", "H", "H", "H", "H", "H", "F", "C", "F", "H", "F", "C", "C", "F", "C", "F", "C", "S", "C", "F", "C", "F"],
  "coordinates": [[0.5642, 0.3367, -0.2315], [-0.0829, -0.8270, -2.2314], [0.1076, -2.4868, -1.6985], [0.4440, -3.4533, -2.6382], [0.5257, -4.8075, -2.3169], [0.8747, -5.7572, -3.3250], [1.1477, -6.5218, -4.1430], [0.2642, -5.1993, -0.9942], [-0.0646, -4.2393, -0.0467], [-0.1524, -2.8738, -0.3531], [-0.5928, -1.7545, 0.8869], [0.3362, -6.5751, -0.6012], [0.3850, -7.6759, -0.2666], [0.6471, -3.1429, -3.6550], [-0.2606, -4.5510, 0.9708], [1.5199, 2.1460, 4.1882], [0.2407, 1.8303, 3.7516], [0.0447, 1.3332, 2.4710], [1.1058, 1.1535, 1.5774], [2.3846, 1.4468, 2.0443], [2.5875, 1.9404, 3.3292], [1.6811, 2.5361, 5.1867], [-0.6118, 1.9664, 4.4088], [-0.9570, 1.0673, 2.1615], [3.2424, 1.2971, 1.4084], [3.5970, 2.1646, 3.6582], [3.3618, -0.3648, -0.5760], [2.4675, 0.5672, -1.0498], [3.0862, 1.7838, -0.8598], [2.3978, 0.4246, -2.1285], [-3.9465, 4.3179, 4.1838], [-3.3919, 3.8188, 3.0605], [-3.9585, 2.7335, 2.4189], [-5.0752, 2.1789, 2.9278], [-3.3850, 2.2305, 1.2652], [-3.9912, 1.1791, 0.7034], [-2.2297, 2.7726, 0.6887], [-1.5087, 2.1323, -0.7543], [-1.6924, 3.8693, 1.3741], [-0.5849, 4.4689, 0.9240], [-2.2504, 4.3867, 2.5275], [-1.6913, 5.4431, 3.1463]],
  "forces_ev_per_angstrom": [[0.4, -0.5, 0.2], [0.2, 0.0, 0.0], [-0.1, 0.1, 0.0], [0.0, -0.1, 0.0], [0.0, 0.1, 0.1], [0.0, -0.1, 0.0], [0.0, 0.0, 0.0], [0.0, 0.1, 0.0], [0.0, 0.0, 0.0], [0.0, -0.1, -0.1], [0.1, 0.4, -0.1], [0.0, -0.1, 0.0], [0.0, 0.0, 0.0], [0.0, 0.0, 0.0], [0.0, 0.0, 0.0], [0.0, 0.0, 0.0], [0.0, 0.0, 0.0], [0.1, 0.0, 0.0], [-0.2, -0.1, 0.1], [0.0, 0.0, -0.1], [0.0, 0.0, 0.0], [0.0, 0.0, 0.0], [0.0, 0.0, 0.0], [0.0, 0.0, 0.0], [0.1, 0.0, -0.1], [0.0, 0.0, 0.0], [-0.1, 0.0, 0.1], [-0.2, 0.3, -0.1], [-0.1, 0.0, 0.1], [0.0, -0.1, 0.0], [0.0, 0.0, 0.0], [0.0, 0.0, 0.0], [0.1, 0.0, 0.0], [0.0, 0.0, 0.0], [0.0, 0.0, 0.0], [0.0, 0.0, 0.0], [0.1, 0.0, -0.1], [-0.1, 0.0, 0.0], [0.0, 0.0, 0.0], [0.0, 0.0, 0.0], [0.0, 0.0, 0.0], [0.0, 0.0, 0.0]]
}

***

Entry 2:
{
  "formula": "H12O6V",
  "method": "the ωB97M-V functional and the def2-TZVPD basis",
  "spin_multiplicity": 4,
  "lumo_ev": [-7.1, -7.1],
  "s_squared": 3.752,
  "total_charge": 2,
  "species": ["V", "O", "H", "H", "O", "H", "H", "O", "H", "H", "O", "H", "H", "O", "H", "H", "O", "H", "H"],
  "coordinates": [[-0.1577, 0.0020, -0.0346], [1.6162, -0.4890, -1.2068], [2.5600, -0.3247, -1.2312], [1.5307, -1.3178, -1.6956], [1.2531, 0.8463, 1.6097], [1.8573, 1.5663, 1.5365], [1.7165, 0.0542, 1.9538], [-1.6094, -0.7702, -1.6009], [-1.8804, -0.2468, -2.3326], [-2.3942, -1.1743, -1.2532], [0.0381, -2.0282, 0.8285], [0.7513, -2.7183, 0.7173], [-0.6313, -2.3785, 1.4506], [0.1955, 1.9914, -1.0663], [0.9028, 1.9493, -1.7158], [0.5267, 2.6224, -0.4008], [-1.8404, 0.5456, 1.3314], [-1.7887, 0.9240, 2.1922], [-2.6462, 0.9463, 0.9180]],
  "forces_ev_per_angstrom": [[0.4, 0.5, 0.2], [-0.5, -0.6, -0.2], [0.4, 0.4, 0.2], [-0.1, -0.1, -0.3], [-1.3, -2.1, -0.4], [1.0, 0.8, 0.1], [0.0, 0.9, 0.1], [1.6, 0.0, 1.5], [-0.4, 0.8, -1.3], [-0.8, -0.6, 0.2], [0.4, -0.6, 0.2], [-1.2, 1.0, 0.2], [0.5, 0.0, -0.3], [0.0, -0.3, 1.1], [0.1, 0.0, -0.5], [-0.4, 0.1, -0.4], [-0.7, -0.2, -2.3], [0.2, 0.5, 1.3], [0.8, -0.5, 0.5]]
}

***

Entry 3:
{
  "formula": "C3H6N2OS",
  "method": "the ωB97M-V functional and the def2-TZVPD basis",
  "lumo_ev": 0.5,
  "smiles": "CS/C=N\\NC=O",
  "total_charge": 0,
  "species": ["C", "C", "C", "H", "H", "H", "H", "H", "H", "N", "N", "O", "S"],
  "coordinates": [[1.2010, -1.3042, 0.5059], [0.9197, 1.4215, -0.3208], [-1.7792, 0.0044, -0.6824], [0.6716, -2.1011, 0.0184], [2.1338, -1.7629, 0.8881], [0.4999, -0.8315, 1.2168], [1.5916, 2.3040, -0.5299], [-1.6539, 0.6269, 1.2472], [-1.2212, 0.1648, -1.6117], [-0.2174, 1.6471, 0.2197], [-1.0813, 0.5410, 0.4093], [-2.8114, -0.6198, -0.6071], [1.7467, -0.0902, -0.7536]],
  "forces_ev_per_angstrom": [[0.3, 0.1, 0.0], [0.4, 0.2, 0.2], [0.5, 0.0, 0.5], [-0.4, -0.3, -0.4], [-0.6, 0.6, 0.3], [1.0, -0.4, -0.1], [-1.1, -0.9, 0.3], [0.2, 0.2, -0.3], [-0.1, 0.1, -0.2], [0.4, 0.0, -0.3], [-0.8, -0.3, -0.3], [0.5, 0.3, 0.2], [-0.2, 0.2, 0.1]]
}

***

Entry 4:
{
  "formula": "C19H58O25P6",
  "method": "the ωB97M-V functional and the def2-TZVPD basis",
  "lumo_ev": 0.3,
  "smiles": "COP(=O)(OC)OC.COP(=O)(OC)OC.COP(=O)(OC)OC.COP(=O)(OC)OC.COP(=O)(OC)OC.COP(=O)(OC)OC.CO",
  "total_charge": 0,
  "species": ["C", "O", "P", "O", "O", "C", "O", "C", "H", "H", "H", "H", "H", "H", "H", "H", "H", "C", "O", "P", "O", "O", "C", "O", "C", "H", "H", "H", "H", "H", "H", "H", "H", "H", "C", "O", "P", "O", "O", "C", "O", "C", "H", "H", "H", "H", "H", "H", "H", "H", "H", "C", "O", "P", "O", "O", "C", "O", "C", "H", "H", "H", "H", "H", "H", "H", "H", "H", "C", "O", "P", "O", "O", "C", "O", "C", "H", "H", "H", "H", "H", "H", "H", "H", "H", "C", "O", "P", "O", "O", "C", "O", "C", "H", "H", "H", "H", "H", "H", "H", "H", "H", "C", "O", "H", "H", "H", "H"],
  "coordinates": [[5.5520, 21.2892, 33.9282], [5.0044, 22.5221, 33.5027], [4.0977, 23.4348, 34.4696], [4.6052, 23.2852, 35.8093], [4.1923, 24.9398, 33.8433], [3.5576, 25.1631, 32.5258], [2.5800, 23.0344, 34.2743], [2.1514, 21.7792, 34.7738], [6.6353, 21.2990, 33.8084], [5.1881, 20.5113, 33.2569], [5.2937, 20.8539, 34.8936], [3.0926, 24.2679, 32.1128], [4.2133, 25.4704, 31.7111], [2.7001, 25.8357, 32.5490], [1.2593, 21.8138, 35.3992], [2.8351, 21.2157, 35.4087], [1.7667, 21.2194, 33.9213], [11.7600, 26.2430, 21.8435], [11.6581, 25.9076, 23.2889], [11.1622, 24.4053, 23.6354], [11.9604, 23.3174, 23.0802], [9.4987, 24.3771, 23.2257], [9.0243, 24.3318, 21.9018], [11.0878, 24.4683, 25.2219], [10.4079, 23.4449, 26.0185], [10.7073, 26.3788, 21.5953], [12.2960, 25.4284, 21.3565], [12.2374, 27.1829, 21.5663], [8.1034, 23.7490, 21.9190], [9.6124, 23.9872, 21.0512], [8.4640, 25.2432, 21.6931], [10.9902, 23.5026, 26.9382], [10.6256, 22.4491, 25.6325], [9.3831, 23.6626, 26.3193], [3.4086, 20.3854, 25.8035], [3.0564, 19.9437, 24.4661], [1.7291, 20.3934, 23.6949], [0.4652, 20.4596, 24.4690], [1.7327, 19.1728, 22.5571], [2.8498, 18.8364, 21.7352], [2.2271, 21.7572, 22.9383], [2.5821, 22.9324, 23.6401], [3.6902, 19.5209, 26.4048], [2.6302, 20.9910, 26.2677], [4.3403, 20.9142, 25.6026], [3.7067, 18.4547, 22.2903], [3.1820, 19.6172, 21.0510], [2.4516, 17.9795, 21.1920], [3.6165, 23.2574, 23.5286], [2.5314, 22.7265, 24.7093], [1.8213, 23.6860, 23.4368], [6.5550, 23.3378, 26.2192], [5.3283, 24.0842, 26.4001], [5.1096, 25.3169, 25.3795], [5.3119, 24.9276, 23.9613], [3.5946, 25.9837, 25.6932], [3.1236, 27.0685, 24.9488], [6.0869, 26.4717, 26.0535], [6.0890, 26.4361, 27.4734], [7.2195, 23.7661, 25.4687], [6.4025, 22.3616, 25.7590], [7.0470, 23.0991, 27.1621], [2.2384, 26.7119, 24.4222], [3.7151, 27.6273, 24.2236], [2.8115, 27.7779, 25.7153], [5.3417, 25.7939, 27.9395], [5.9108, 27.4277, 27.8894], [7.0004, 26.0088, 27.8915], [10.3459, 19.6296, 27.9205], [9.3029, 19.2847, 28.8397], [7.6980, 19.5086, 28.6459], [7.2838, 20.8935, 28.3774], [7.1347, 18.9763, 30.0661], [7.7718, 19.4758, 31.2999], [7.2018, 18.3864, 27.5206], [7.1144, 18.7040, 26.1010], [9.9036, 20.1054, 27.0453], [10.8353, 18.7565, 27.4889], [11.0563, 20.2764, 28.4354], [8.4253, 18.7554, 31.7917], [6.9612, 19.6350, 32.0110], [8.3232, 20.4152, 31.2596], [6.9018, 19.7175, 25.7611], [6.2658, 18.2028, 25.6355], [8.0617, 18.3266, 25.7159], [14.8122, 18.3383, 29.4538], [13.7739, 18.0681, 30.2701], [13.8057, 16.9795, 31.4293], [13.8529, 15.5628, 30.8903], [15.0780, 17.4078, 32.3871], [15.7188, 16.4857, 33.1783], [12.5613, 17.4393, 32.3395], [11.2688, 17.4894, 31.8042], [15.4563, 19.0057, 30.0264], [14.6959, 18.6008, 28.4023], [15.5199, 17.5246, 29.2957], [16.4483, 15.9285, 32.5906], [15.0187, 15.7583, 33.5891], [16.2134, 16.9749, 34.0175], [10.5707, 16.8387, 32.3308], [11.1900, 17.4211, 30.7192], [11.0949, 18.5552, 31.9523], [6.8776, 23.8546, 30.2683], [8.2146, 24.2909, 29.9348], [6.8207, 22.9017, 29.7421], [6.7596, 23.8306, 31.3517], [6.1386, 24.5317, 29.8401], [8.3413, 25.0648, 30.4884]],
  "forces_ev_per_angstrom": [[0.2, -1.5, -0.7], [-0.9, 0.7, -0.2], [1.0, 0.9, -1.0], [0.1, 0.3, 1.6], [-0.9, -1.5, -1.1], [-0.7, -0.8, -0.3], [0.1, 0.4, 0.1], [-1.4, -1.2, 0.0], [0.0, 0.3, 0.2], [-0.1, 0.1, -0.4], [-0.1, 1.1, 0.4], [0.2, -0.5, 0.4], [0.7, 0.3, 0.7], [0.4, 0.4, 0.7], [0.0, 1.0, 0.2], [0.6, 0.3, -0.5], [0.6, -0.4, -0.1], [-1.0, -0.7, 0.9], [0.3, -0.4, -0.3], [-2.3, 1.1, -0.2], [-0.1, -0.1, -0.4], [3.4, -0.1, 1.0], [-2.5, 0.1, -0.3], [-1.0, 0.0, -0.7], [1.8, 0.4, 0.7], [0.2, -0.4, -0.8], [-0.4, 0.0, -0.2], [0.4, 0.0, 1.1], [0.3, -1.1, 0.1], [0.6, 0.1, 0.6], [1.0, 0.9, -0.3], [-0.2, -0.1, 0.2], [-0.6, 0.1, -0.4], [0.0, 0.1, -0.8], [0.7, -0.2, -1.0], [-0.7, -0.1, 0.7], [0.4, -1.0, -1.0], [1.6, 0.1, -0.9], [-0.2, 2.8, 1.5], [-0.2, -0.8, -0.1], [-0.6, -2.1, -0.6], [-0.4, 0.0, 1.6], [-0.5, -0.1, 0.0], [0.1, -0.1, 0.0], [-0.1, 0.6, 0.6], [0.0, 0.3, 0.4], [-0.3, 0.2, 0.1], [0.3, 0.2, -0.4], [-0.2, -0.1, -0.9], [-0.2, 0.2, 0.3], [0.4, 0.2, -0.2], [0.4, -0.8, -0.7], [-0.6, 0.5, -0.6], [-0.6, 1.1, 0.1], [0.1, 1.0, 1.4], [3.5, -2.9, 0.3], [-1.7, 1.0, 0.0], [-0.9, -1.5, -1.2], [-0.1, 0.1, 1.5], [0.1, 0.7, 0.4], [-0.9, -0.1, 0.1], [-0.2, 0.6, 0.1], [-0.1, 0.2, -0.1], [0.8, -0.7, 0.2], [-0.2, 0.3, -0.2], [-0.4, 0.1, -0.5], [0.3, 0.1, -0.3], [0.5, 0.3, -0.4], [-0.7, 0.2, -0.7], [-1.2, -0.4, 0.2], [0.4, -0.8, -0.2], [0.3, -0.3, -0.5], [1.5, 0.3, -0.6], [-0.7, -0.1, 0.5], [0.0, 1.9, 1.6], [0.2, -0.5, -0.1], [0.1, 0.6, 0.1], [0.0, -0.3, 0.6], [-0.1, -0.1, -0.2], [0.0, -0.4, -0.7], [-0.2, 0.0, -0.3], [-0.1, 0.0, -0.8], [0.6, 0.5, 1.0], [0.1, -0.7, 0.5], [-0.2, 0.2, -0.5], [4.4, 0.0, -0.7], [-2.8, -0.6, 1.4], [0.9, -2.2, 0.0], [-0.2, 2.9, 1.5], [-2.6, 1.4, -2.4], [0.7, -1.8, 0.9], [2.5, -1.4, -0.5], [-0.8, 1.8, -0.5], [0.0, 0.8, -0.7], [-1.3, 0.7, 0.4], [-0.3, -0.9, 0.4], [0.1, 0.0, 0.1], [0.0, -0.1, 0.1], [0.0, 0.2, -0.2], [0.2, 0.1, -0.1], [0.3, -0.8, 0.0], [-1.2, 0.0, 0.2], [0.9, 0.0, -0.8], [-0.5, 0.3, 0.4], [-0.5, -0.2, 0.6], [-0.2, -0.5, 0.0], [-0.2, 0.1, 0.0], [0.5, 0.2, -0.1]]
}

***

no.,molar mass (g mol⁻¹)
1,714.46
2,159.03
3,118.16
4,872.49